Entry 1:
{
  "formula": "C23H30N4O4",
  "method": "ωB97M-V/def2-TZVPD",
  "e_lumo_ev": 0.55,
  "smiles": "CNC(=O)[C@H](Cc1ccccc1)NC(C)=O.COC(=O)N1CCCc2cc(N)ccc21",
  "charge": 0,
  "gap_ev": 7.998,
  "symbols": ["O", "O", "O", "O", "C", "C", "C", "C", "C", "C", "C", "C", "C", "C", "C", "C", "C", "C", "C", "N", "N", "N", "N", "C", "C", "C", "C", "C", "C", "C", "C", "H", "H", "H", "H", "H", "H", "H", "H", "H", "H", "H", "H", "H", "H", "H", "H", "H", "H", "H", "H", "H", "H", "H", "H", "H", "H", "H", "H", "H", "H"],
  "coordinates": [[0.4329, 0.6958, -4.1667], [-1.7740, 1.6901, 1.9442], [-5.5205, 0.6388, 2.4855], [0.3702, 0.4256, -1.8940], [0.9063, 0.9040, -3.0520], [-1.3324, 0.5518, 1.9947], [-4.4344, 0.1861, 2.8269], [-1.6371, -4.1072, -1.3546], [-1.4725, -4.3336, 0.0231], [-2.6064, -3.1946, -1.8070], [2.6683, 2.6570, 0.5864], [2.0165, 2.4054, -0.6250], [4.7620, 2.0129, -0.4101], [-2.2724, -3.6418, 0.9486], [-3.4007, -2.4949, -0.8808], [4.0391, 2.4495, 0.6970], [2.7256, 1.9342, -1.7457], [4.1255, 1.7650, -1.6360], [-3.2327, -2.7147, 0.4993], [4.6857, 2.6961, 1.8951], [-4.0922, 0.2917, 4.1191], [2.0843, 1.6628, -2.9754], [-2.1038, -0.5337, 1.9833], [-0.8212, -0.3585, -2.0371], [0.1570, 0.3217, 2.0833], [-2.9440, -0.2618, 4.8361], [4.9738, 1.3751, -2.8301], [2.9104, 1.8859, -4.1703], [4.1382, 0.9827, -4.0562], [-4.0569, -1.9313, 1.5035], [-3.5555, -0.5003, 1.7525], [-1.0251, -4.6425, -2.0674], [-0.7356, -5.0459, 0.3681], [-2.7396, -3.0292, -2.8678], [2.1014, 3.0158, 1.4385], [0.9463, 2.5770, -0.6907], [5.8336, 1.8746, -0.3228], [-2.1461, -3.8252, 2.0059], [-4.1418, -1.7892, -1.2297], [4.1947, 3.2635, 2.5826], [5.7019, 2.7466, 1.8765], [-4.7606, 0.8155, 4.6630], [-1.6539, -1.4334, 1.9915], [-0.6291, -1.2481, -2.6460], [-1.6214, 0.2255, -2.5047], [-1.1651, -0.6829, -1.0509], [0.3755, -0.4359, 2.8324], [0.5242, 0.0028, 1.1086], [0.6395, 1.2562, 2.3621], [-2.7565, -1.2890, 4.5219], [-2.0605, 0.3505, 4.6487], [-3.1452, -0.2565, 5.9085], [5.6311, 0.5428, -2.5611], [5.6069, 2.2285, -3.0927], [2.3840, 1.6691, -5.1045], [3.2145, 2.9369, -4.2181], [4.7477, 1.0606, -4.9615], [3.8102, -0.0577, -3.9611], [-5.0873, -1.8849, 1.1469], [-4.0631, -2.4715, 2.4516], [-3.7200, 0.0666, 0.8349]],
  "forces_ev_per_angstrom": [[-0.15, -0.26, 1.40], [-0.40, -0.18, -0.07], [0.32, -0.27, -0.51], [0.76, 0.60, -0.32], [0.37, 0.22, -2.13], [0.82, 1.62, 0.08], [-0.76, 0.42, -0.61], [-0.49, 0.37, 0.58], [-0.57, 0.55, -0.39], [0.05, -0.12, 0.93], [-0.47, -0.26, -0.86], [0.49, -0.04, 0.15], [-0.72, -0.01, -0.53], [-0.01, 0.14, -1.18], [0.79, -0.75, 0.16], [0.29, 0.20, -0.05], [0.76, 0.16, 1.06], [-0.24, 0.07, 0.36], [0.25, -0.01, -0.10], [0.26, 0.00, 0.58], [0.85, -0.48, 0.99], [-1.29, -0.47, 0.66], [-1.21, -1.01, 0.19], [-0.30, -0.13, -0.46], [-0.16, -0.11, 0.09], [-0.10, 0.26, -0.44], [-0.29, -0.16, -0.16], [0.05, -0.50, -0.20], [0.18, 0.18, 0.14], [-0.04, -0.33, -0.03], [0.61, 0.04, -0.08], [0.01, -0.01, -0.01], [0.02, -0.01, 0.01], [-0.01, 0.01, -0.01], [0.01, 0.02, -0.06], [0.16, -0.05, -0.04], [0.04, 0.00, -0.07], [-0.05, -0.02, 0.15], [-0.07, 0.05, 0.01], [0.50, -0.25, -0.41], [-0.67, 0.16, 0.14], [-0.05, -0.05, -0.16], [0.01, -0.05, -0.05], [0.02, 0.23, 0.06], [0.22, -0.06, 0.00], [0.43, 0.26, -0.01], [0.18, -0.17, -0.02], [0.16, -0.06, -0.02], [-0.07, -0.10, -0.08], [0.06, 0.06, 0.10], [0.13, -0.14, 0.09], [-0.11, 0.00, -0.16], [0.05, 0.16, 0.04], [0.04, -0.05, 0.07], [-0.30, -0.03, 0.55], [-0.08, -0.04, 0.23], [-0.05, -0.05, 0.06], [-0.07, 0.11, -0.09], [0.01, 0.17, 0.18], [-0.04, -0.09, 0.07], [-0.15, 0.24, 0.16]]
}

Entry 2:
{
  "formula": "C35H37BCl3N8O4S5Zr",
  "method": "ωB97M-V/def2-TZVPD",
  "e_lumo_ev": -2.88,
  "charge": 1,
  "gap_ev": 7.667,
  "symbols": ["Zr", "O", "C", "C", "C", "C", "C", "C", "C", "O", "N", "N", "C", "S", "C", "C", "S", "H", "H", "H", "H", "H", "H", "H", "H", "H", "C", "N", "C", "C", "N", "B", "N", "C", "C", "N", "C", "C", "S", "C", "S", "H", "H", "H", "H", "H", "H", "H", "H", "H", "H", "H", "H", "Cl", "C", "C", "C", "Cl", "C", "O", "C", "Cl", "C", "H", "H", "C", "C", "C", "N", "C", "S", "N", "C", "O", "C", "C", "C", "C", "C", "C", "H", "H", "H", "H", "H", "H", "H", "H", "H", "H", "H", "H", "H", "H"],
  "coordinates": [[-0.6232, -1.2199, -0.3392], [0.7801, -1.3114, 3.8569], [-0.0493, -0.4120, 4.4288], [0.2031, -0.1034, 5.7652], [-0.5869, 0.8088, 6.4308], [-1.6487, 1.4397, 5.7811], [-1.8993, 1.1467, 4.4605], [-1.1107, 0.2229, 3.7602], [-1.3828, -0.0113, 2.3375], [-0.6781, -0.9436, 1.6935], [-2.2605, 0.6949, 1.7102], [-2.2607, 0.3523, 0.3632], [-3.1652, 0.9347, -0.3412], [-3.2265, 0.7466, -2.0738], [-4.9681, 1.2343, -2.1765], [-5.1606, 2.3848, -1.2090], [-4.4004, 1.9252, 0.3749], [0.4809, -1.4849, 2.9509], [1.0276, -0.6023, 6.2559], [-0.3787, 1.0336, 7.4686], [-2.2676, 2.1508, 6.3097], [-2.7084, 1.6272, 3.9276], [-5.5925, 0.3793, -1.9220], [-5.1604, 1.5347, -3.2054], [-6.2157, 2.5727, -1.0152], [-4.6916, 3.2972, -1.5742], [2.4386, -3.7536, -2.4571], [1.1642, -4.4484, -2.4326], [0.6882, -5.2252, -3.4610], [-0.5098, -5.7027, -3.0586], [-0.7630, -5.2326, -1.7929], [-2.0236, -5.8102, -1.0257], [-2.3408, -5.0570, 0.2974], [-2.3858, -5.6603, 1.5300], [-2.8255, -4.7512, 2.4288], [-3.0422, -3.5819, 1.7328], [-3.6670, -2.3996, 2.2967], [-2.7216, -3.7873, 0.4397], [-2.7794, -2.6312, -0.8542], [0.2660, -4.4649, -1.4197], [0.4706, -3.6182, 0.0879], [2.4666, -3.0621, -3.2993], [3.2489, -4.4746, -2.5548], [2.5590, -3.2028, -1.5307], [1.2394, -5.3649, -4.3733], [-1.2084, -6.3481, -3.5598], [-1.7743, -6.9496, -0.7197], [-2.9592, -5.7142, -1.7794], [-2.1102, -6.6909, 1.6567], [-3.0177, -4.8291, 3.4835], [-3.1220, -2.0776, 3.1827], [-4.6984, -2.6209, 2.5684], [-3.6614, -1.6097, 1.5527], [0.8672, 1.6320, -7.0791], [0.5239, 1.2889, -5.4206], [0.1997, -0.0025, -5.0440], [-0.0505, -0.2417, -3.7079], [-0.5406, -1.8088, -3.1306], [0.0056, 0.7420, -2.7257], [-0.2556, 0.4542, -1.4589], [0.3092, 2.0359, -3.1562], [0.3509, 3.3108, -1.9819], [0.5734, 2.3119, -4.4831], [0.1412, -0.7952, -5.7763], [0.8220, 3.3180, -4.7887], [1.4372, 4.1214, 1.9629], [1.6671, 2.7319, 2.5522], [1.2893, 1.6022, 1.6069], [2.0661, 1.6844, 0.3738], [2.4230, 0.6843, -0.3905], [2.0519, -0.9723, -0.0589], [3.1423, 0.9276, -1.5233], [3.5576, 2.1404, -2.1341], [3.6165, 2.1682, -3.3358], [4.0035, 3.2602, -1.2654], [3.7492, 4.5608, -1.6929], [4.1809, 5.6332, -0.9308], [4.8856, 5.4082, 0.2453], [5.1605, 4.1114, 0.6614], [4.7160, 3.0356, -0.0891], [1.6109, 4.8877, 2.7169], [0.4104, 4.2288, 1.6060], [2.1148, 4.3471, 1.1330], [1.0545, 2.6092, 3.4488], [2.7096, 2.6154, 2.8583], [0.2296, 1.6777, 1.3457], [1.4769, 0.6314, 2.0607], [2.2706, 2.6198, 0.0501], [3.1665, 0.1460, -2.1635], [3.2135, 4.7115, -2.6204], [3.9759, 6.6439, -1.2566], [5.2281, 6.2463, 0.8373], [5.7256, 3.9404, 1.5675], [4.9332, 2.0229, 0.2301]],
  "forces_ev_per_angstrom": [[-0.11, 0.51, 0.23], [0.03, 0.03, 0.09], [-0.01, -0.03, -0.04], [-0.03, 0.04, 0.05], [0.03, -0.02, -0.01], [-0.03, 0.01, -0.01], [0.01, 0.02, 0.01], [0.13, -0.15, -0.03], [-0.08, -0.02, -0.02], [0.04, -0.11, -0.03], [0.03, -0.03, -0.07], [0.22, -0.23, -0.22], [-0.06, 0.07, 0.09], [0.05, -0.03, 0.09], [0.01, 0.01, -0.05], [0.01, -0.02, 0.07], [-0.03, 0.03, 0.02], [-0.02, 0.00, -0.08], [0.00, -0.01, 0.00], [0.00, 0.00, 0.01], [-0.01, 0.01, 0.00], [-0.01, 0.01, 0.02], [-0.01, 0.01, 0.00], [-0.02, -0.01, 0.00], [0.00, 0.01, -0.03], [-0.01, 0.00, -0.02], [0.06, -0.04, 0.00], [0.14, -0.02, 0.05], [-0.05, 0.01, -0.02], [-0.01, -0.01, -0.05], [0.10, 0.04, 0.20], [-0.08, -0.08, -0.02], [0.13, 0.05, -0.04], [-0.03, -0.01, 0.02], [-0.02, -0.04, -0.02], [0.00, 0.02, -0.02], [0.01, 0.07, 0.04], [-0.08, -0.07, -0.04], [0.03, 0.13, 0.07], [-0.22, -0.01, -0.07], [-0.06, 0.07, 0.02], [-0.02, 0.01, 0.01], [-0.01, -0.01, -0.02], [-0.01, 0.00, -0.01], [0.01, 0.00, 0.00], [0.00, -0.01, 0.01], [-0.01, 0.04, -0.04], [0.06, -0.01, 0.01], [0.01, 0.00, -0.01], [0.00, 0.01, 0.01], [0.02, 0.01, -0.02], [0.01, -0.02, 0.00], [0.02, 0.03, -0.01], [-0.01, 0.00, 0.02], [0.01, 0.06, 0.07], [0.00, -0.10, -0.06], [0.01, 0.07, 0.01], [0.07, -0.14, -0.14], [0.05, 0.05, 0.19], [-0.35, -0.25, -0.10], [0.02, 0.01, 0.00], [-0.02, -0.02, -0.05], [0.01, 0.00, -0.08], [0.00, -0.01, 0.01], [0.01, 0.00, 0.00], [-0.01, -0.03, 0.01], [-0.03, 0.04, -0.01], [0.02, 0.03, 0.01], [-0.01, -0.18, 0.00], [-0.07, 0.24, 0.09], [0.09, 0.00, -0.05], [-0.05, -0.08, -0.01], [0.26, -0.06, -0.03], [-0.10, 0.04, 0.04], [-0.06, 0.11, 0.01], [0.00, -0.03, -0.02], [0.02, 0.01, 0.02], [-0.02, -0.02, -0.02], [0.01, 0.03, 0.00], [0.02, -0.06, 0.00], [0.00, 0.02, -0.01], [0.00, 0.01, 0.00], [-0.01, -0.01, 0.00], [0.03, -0.01, 0.00], [0.00, -0.01, 0.01], [-0.01, 0.00, -0.02], [-0.01, -0.02, 0.00], [0.01, 0.03, -0.01], [0.01, -0.02, -0.02], [0.00, 0.02, 0.00], [0.00, 0.00, 0.00], [0.00, 0.01, 0.00], [0.01, -0.01, 0.00], [0.00, 0.01, 0.00]]
}

Entry 3:
{
  "formula": "C5H8N2O",
  "method": "ωB97M-V/def2-TZVPD",
  "e_lumo_ev": 0.79,
  "charge": 0,
  "gap_ev": 8.850,
  "symbols": ["C", "C", "C", "C", "C", "N", "N", "O", "H", "H", "H", "H", "H", "H", "H", "H"],
  "coordinates": [[-1.4869, -0.0760, -0.1498], [0.3169, -0.9952, -0.0123], [0.2663, 1.3968, -0.0272], [-2.7340, -0.8490, 0.0706], [2.5112, 0.1223, -0.0440], [-1.1355, 1.1379, -0.0900], [1.0364, 0.0610, -0.0417], [0.4729, -2.1845, 0.0695], [0.8477, 1.9401, -0.8049], [0.5478, 2.0433, 0.8422], [-2.9681, -1.3939, -0.7999], [-3.5971, -0.2399, 0.1877], [-2.5048, -1.3195, 0.9439], [2.7879, 0.0309, -1.1512], [2.7412, 1.0541, 0.4483], [2.8983, -0.7284, 0.5586]],
  "forces_ev_per_angstrom": [[4.79, -0.33, 0.77], [-4.90, -0.91, -0.26], [2.17, -0.92, -0.09], [0.40, 2.88, -2.00], [-1.12, -1.24, -1.11], [-0.97, 0.14, -0.52], [0.63, 2.77, 0.87], [0.58, 0.22, -0.07], [-1.53, 0.03, -0.48], [-0.51, -1.06, 0.04], [0.15, -1.54, -0.68], [-0.65, 0.98, 0.46], [0.10, -2.23, 2.16], [0.35, 0.39, 1.75], [0.65, 0.28, -0.24], [-0.14, 0.55, -0.60]]
}

Relative energy (zero: lowest compared OMol25 entry of this formula, charge and spin) across the listed records, respectively: 0.0; 15.5; 255.4 kJ/mol.
Molecular weight across the listed records, respectively: 426.5; 1002.5; 112.1 g mol⁻¹.